No. 1
85
Properties=species:S:1:pos:R:3:forces:R:3:mulliken_charge:R:1 method="wB97M-V/def2-TZVPD" largest_force_ev_per_a=1.89 spin_multiplicity=1 gap_ha=0.3869 homo_ev=-8.6 charge=-1 total_energy_ha=-3789.62425
O -2.058 1.220 -3.529 -0.11 0.28 -0.45 -0.71
C -1.512 1.004 -2.487 -0.97 -0.47 -0.23 0.59
O -1.042 -0.160 -2.104 0.48 -0.18 0.04 -0.34
B -0.435 -0.044 -0.763 -0.64 -0.29 -0.16 1.34
O -0.696 1.352 -0.383 -0.12 -0.19 0.33 -0.22
C -1.374 1.990 -1.339 1.65 0.35 0.84 0.39
O -1.624 3.157 -1.287 -0.90 -0.07 -0.50 -0.59
O 0.990 -0.370 -0.736 -0.12 0.49 -0.38 -0.41
C 1.209 -1.198 0.254 1.48 -0.34 0.87 0.88
O 2.283 -1.463 0.732 -0.36 -0.10 -0.40 -0.65
C -0.125 -1.699 0.796 -0.45 0.12 0.19 0.18
O -1.061 -1.020 0.169 -0.23 0.34 -0.20 -0.98
O -0.290 -2.500 1.673 0.15 -0.08 -0.21 -0.55
Cl -4.972 -2.741 -4.197 0.16 0.00 0.15 -0.23
C -4.138 -1.157 -4.297 0.00 -0.12 -0.53 0.20
C -5.040 -0.049 -3.893 -0.48 1.26 0.75 -0.13
Cl -6.370 0.300 -5.037 -0.09 -0.24 -0.08 -0.22
H -3.848 -1.049 -5.340 0.14 0.06 0.07 0.35
H -3.249 -1.143 -3.670 -0.05 -0.25 0.06 -0.24
H -4.522 0.906 -3.807 0.46 -0.27 -0.29 -0.12
H -5.489 -0.179 -2.908 -0.09 -0.45 -0.13 0.43
C 3.706 -4.225 1.245 0.70 0.79 0.27 -0.47
N 4.854 -3.743 2.097 0.19 -1.44 -0.95 0.95
O 4.704 -2.885 2.912 -0.36 0.84 0.59 -0.53
O 5.895 -4.340 1.887 0.45 0.13 0.08 -0.60
H 3.956 -3.899 0.239 -0.19 0.22 -0.02 0.24
H 2.829 -3.723 1.637 -0.29 -0.45 -0.21 0.10
H 3.806 -5.303 1.252 -0.55 -0.07 0.28 0.30
C -0.572 4.298 1.306 -0.32 0.97 -0.99 -0.49
N 0.533 5.034 0.599 0.64 -0.23 1.25 0.93
O 1.134 5.861 1.260 -0.15 0.30 -0.16 -0.59
O 0.840 4.704 -0.520 -0.22 -0.07 -0.39 -0.48
H -1.485 4.754 0.918 -0.06 -0.31 -0.17 0.29
H -0.538 4.540 2.360 0.44 -0.39 0.08 0.33
H -0.483 3.282 0.951 -0.21 -0.22 0.47 0.03
C -1.927 -4.160 3.569 0.34 0.37 -0.88 -0.47
N -1.513 -5.572 3.392 -0.33 -1.01 0.04 0.93
O -0.346 -5.879 3.544 -0.16 0.43 0.08 -0.55
O -2.377 -6.373 3.055 0.16 0.49 0.19 -0.59
H -2.117 -3.827 2.549 -0.05 0.08 0.03 0.23
H -1.078 -3.590 3.923 -0.12 -0.05 0.34 0.17
H -2.848 -4.055 4.128 0.14 -0.36 0.29 0.30
C -4.854 3.379 -2.171 0.30 0.03 -0.56 -0.37
N -4.808 3.909 -0.787 -0.74 0.49 1.14 1.01
O -4.370 5.029 -0.584 0.14 -0.54 -0.56 -0.56
O -5.296 3.220 0.104 0.45 -0.03 -0.76 -0.58
H -4.927 4.202 -2.877 -0.09 0.18 0.24 0.29
H -5.698 2.706 -2.268 0.01 -0.03 0.20 0.33
H -3.915 2.876 -2.395 0.04 -0.05 0.28 -0.10
C 1.631 2.057 -3.329 -0.09 1.32 0.07 -0.34
O 1.095 2.133 -4.657 0.69 -0.22 0.05 -0.42
C 0.761 1.046 -5.339 -0.66 0.65 -0.09 0.72
O 0.235 1.141 -6.406 -0.08 -0.37 -0.79 -0.61
O 1.013 -0.068 -4.683 0.75 -0.48 1.03 -0.18
C 0.712 -1.306 -5.270 -0.73 -0.79 -0.73 -0.81
H 0.812 2.438 -2.716 0.20 -0.50 0.53 0.06
H 2.392 2.836 -3.267 0.04 -0.05 -0.23 0.38
H 2.096 1.129 -3.013 -0.49 -0.24 -0.18 0.34
H 1.357 -1.549 -6.116 0.12 0.27 0.04 0.30
H -0.320 -1.339 -5.627 0.04 0.21 0.01 0.32
H 0.816 -2.089 -4.523 0.17 0.28 0.23 0.26
C -2.152 -1.756 8.065 0.41 0.40 -0.18 -0.68
O -1.599 -2.048 6.776 -0.41 -0.35 -0.07 -0.29
C -0.626 -1.224 6.368 0.25 -0.54 0.59 0.67
O 0.013 -0.514 7.093 0.07 0.53 -0.04 -0.56
O -0.475 -1.411 5.073 -0.10 0.07 -0.12 -0.16
C 0.496 -0.657 4.354 -0.39 0.89 -1.10 -0.59
H -1.405 -1.828 8.855 0.09 0.05 -0.10 0.29
H -2.940 -2.476 8.258 -0.08 0.03 -0.23 0.21
H -2.524 -0.733 8.000 -0.23 -0.09 0.43 0.31
H 1.471 -1.132 4.343 -0.05 -0.14 0.00 0.35
H 0.583 0.406 4.589 -0.04 -0.26 1.04 0.41
H 0.037 -0.584 3.368 0.50 -0.57 -0.20 -0.01
C 3.241 2.599 -0.403 -0.40 0.68 -0.41 -0.74
O 4.209 1.635 -0.808 -0.65 -0.54 -0.07 -0.15
C 5.458 1.868 -0.449 0.77 -0.52 -0.21 0.72
O 5.879 2.826 0.118 0.01 0.73 0.38 -0.58
O 6.299 0.887 -0.818 0.22 -0.20 0.37 -0.37
C 5.801 -0.309 -1.397 -0.99 -0.36 -0.04 -0.26
H 3.624 3.182 0.430 -0.15 0.02 -0.02 0.55
H 2.282 2.130 -0.189 0.30 -0.50 0.28 0.04
H 3.024 3.238 -1.259 0.30 0.29 0.17 0.28
H 5.781 -0.165 -2.477 -0.04 -0.36 0.00 0.25
H 4.806 -0.551 -1.018 -0.11 0.31 -0.25 -0.03
H 6.374 -1.186 -1.098 0.70 0.46 -0.11 0.29

No. 2
15
Properties=species:S:1:pos:R:3:forces:R:3:mulliken_charge:R:1 method="wB97M-V/def2-TZVPD" largest_force_ev_per_a=4.53 spin_multiplicity=1 gap_ha=0.3144 homo_ev=-13.5 charge=+1 total_energy_ha=-266.92208
C -1.036 -1.264 0.554 -1.33 -0.33 0.35 0.20
C 0.888 2.620 0.137 4.09 1.53 -0.31 -0.35
C 1.762 1.632 -0.587 -0.50 0.44 0.47 0.15
C -1.520 -2.678 0.474 0.80 1.29 -2.64 -1.34
N -0.037 -0.681 0.041 1.20 0.06 0.71 -0.44
N 1.035 2.332 -1.318 0.04 0.73 0.19 -0.05
H 0.044 2.279 0.561 -2.87 -1.32 1.29 0.28
H 1.397 3.507 0.679 -0.87 -1.27 -1.62 0.24
H -1.740 -0.721 1.216 0.43 0.57 -0.70 0.28
H -1.231 -3.174 1.286 1.21 -1.86 3.94 0.41
H -1.111 -3.296 -0.292 0.51 -0.02 -1.11 0.36
H -2.561 -2.810 0.444 -1.55 0.48 -0.13 0.35
H 0.697 -1.333 -0.288 -1.04 0.02 -0.52 0.21
H 0.804 2.630 -2.264 0.12 -0.17 0.11 0.31
H 2.607 0.956 -0.643 -0.26 -0.14 -0.03 0.37

No. 3
12
Properties=species:S:1:pos:R:3:forces:R:3:mulliken_charge:R:1 method="wB97M-V/def2-TZVPD" largest_force_ev_per_a=5.39 spin_multiplicity=1 gap_ha=0.3796 homo_ev=-10.1 smiles="O=CNOC(=O)NO" total_energy_ha=-488.91087
O -2.526 -1.464 -1.731 3.41 3.65 2.03 -0.49
C -1.577 -0.719 -1.380 0.87 -2.11 -1.63 0.24
N -1.465 0.502 -0.612 -1.47 -1.29 1.99 -0.19
O -0.124 0.922 -0.526 0.64 -1.79 1.40 -0.26
C 0.597 0.226 0.618 -3.24 1.64 -1.33 0.60
O -0.068 -0.327 1.473 2.33 0.82 -1.57 -0.52
N 1.882 0.722 0.494 1.85 -1.36 -2.83 -0.17
O 2.718 0.089 1.396 1.14 0.76 3.99 -0.42
H -0.405 -0.871 -1.705 -2.63 -0.25 0.08 0.17
H -1.802 0.372 0.415 0.32 0.34 -2.29 0.32
H 2.444 0.553 -0.576 -2.78 0.81 4.08 0.35
H 2.729 0.567 2.371 -0.44 -1.22 -3.92 0.36

No. 4
32
Properties=species:S:1:pos:R:3:forces:R:3:mulliken_charge:R:1 method="wB97M-V/def2-TZVPD" largest_force_ev_per_a=3.06 spin_multiplicity=1 gap_ha=0.3351 homo_ev=-8.7 smiles=NCCNCN.O.O.O.O.O total_energy_ha=-667.31245
N 0.436 0.830 -1.791 0.60 -0.70 -0.15 -0.48
C 1.610 0.022 -2.228 -0.14 -0.51 0.01 -0.50
C 1.943 -1.153 -1.301 0.63 -1.39 1.58 -0.84
N 2.225 -0.937 0.140 -0.06 0.87 0.84 -0.28
C 1.313 -0.094 0.945 -0.52 -2.07 -2.20 -0.22
N -0.008 -0.768 0.640 0.14 1.63 1.81 -0.42
H -0.206 0.837 -2.567 -0.17 0.63 0.02 0.30
H 0.721 1.773 -1.556 -0.30 -0.03 -0.14 0.15
H 2.503 0.633 -2.303 0.05 0.24 -0.43 0.35
H 1.292 -0.413 -3.205 0.87 0.25 0.52 0.33
H 1.164 -1.922 -1.392 -0.27 0.31 0.02 0.27
H 2.843 -1.755 -1.504 -0.13 0.65 -1.16 0.46
H 3.149 -1.083 0.517 0.03 0.22 -0.59 0.19
H 1.365 0.915 0.535 -0.57 0.18 0.57 0.08
H 1.523 -0.127 2.022 0.18 -0.01 -0.43 0.41
H -0.179 -0.597 -0.338 -0.10 0.01 -0.11 0.08
H 0.232 -1.747 0.733 -0.38 -0.15 -0.04 0.26
O -1.662 -2.419 -1.606 -0.01 0.42 -0.34 -0.60
H -1.885 -1.633 -2.131 0.01 -0.38 0.10 0.31
H -2.502 -2.605 -1.176 -0.05 -0.11 0.17 0.33
O -0.949 -0.008 3.630 0.88 -0.78 -0.58 -0.65
H -1.150 0.076 2.691 -0.31 0.31 -0.12 0.19
H -0.304 -0.735 3.499 -0.36 0.38 0.78 0.36
O -2.562 1.316 1.093 0.22 0.03 0.37 -0.71
H -3.085 1.280 1.901 0.04 -0.06 -0.02 0.35
H -1.901 0.604 1.142 -0.03 0.01 -0.05 0.42
O -2.644 0.529 -1.418 0.05 -0.30 -0.29 -0.76
H -1.758 0.140 -1.376 -0.22 0.45 0.28 0.11
H -2.826 0.841 -0.507 0.02 -0.06 -0.51 0.47
O 0.631 3.027 2.501 -0.29 -0.61 -0.50 -0.64
H 0.416 2.126 2.804 0.04 0.47 0.06 0.38
H 0.254 3.047 1.603 0.14 0.10 0.52 0.32

No. 5
23
Properties=species:S:1:pos:R:3:forces:R:3:mulliken_charge:R:1 method="wB97M-V/def2-TZVPD" largest_force_ev_per_a=3.30 spin_multiplicity=2 gap_ha="0.1649 / 0.4388" s2=0.75 homo_ev="-3.5 / -11.1" total_energy_ha=-292.80068
C -1.936 1.951 -1.145 -0.26 -0.05 -0.04 -1.26
C -1.122 0.668 -1.126 -0.45 -0.64 1.81 -0.39
C -1.356 -0.336 0.089 0.09 -0.57 -0.95 -0.78
C -0.458 -0.112 1.296 0.82 0.85 0.31 -0.59
C 0.827 -0.979 1.484 -0.88 2.67 0.50 -0.91
C 2.041 -0.443 0.762 2.12 -2.23 -1.20 -0.72
N 2.043 -0.990 -0.698 -3.03 0.39 0.44 -2.20
H -1.628 2.439 -2.066 0.00 0.70 0.17 0.37
H -3.006 1.755 -1.275 0.11 -0.25 0.09 0.33
H -1.862 2.592 -0.262 0.37 0.01 -0.21 0.33
H -0.025 0.878 -1.075 -0.81 -0.02 -0.62 0.31
H -1.434 0.159 -2.042 0.68 -0.19 0.02 0.21
H -2.363 -0.415 0.506 -0.28 0.29 -0.76 0.36
H -1.136 -1.312 -0.388 -0.19 0.06 0.58 0.46
H -0.170 0.952 1.223 0.35 -0.24 0.20 0.30
H -0.944 -0.131 2.282 -0.53 -0.34 -0.57 0.44
H 1.039 -0.781 2.546 0.20 -0.78 -0.12 0.33
H 0.641 -2.024 1.267 0.16 -0.15 0.17 0.39
H 2.892 -1.033 1.144 0.03 0.67 0.21 0.73
H 2.343 0.609 0.707 -0.79 -0.24 0.35 0.38
H 2.424 -0.428 -1.485 0.94 0.15 -0.15 1.20
H 2.159 -2.033 -0.788 1.03 -0.31 0.01 1.29
H 1.031 -0.985 -0.953 0.32 0.22 -0.24 -0.57